Record 1
Entry from the OMol25 dataset: a structure of composition C16H54AgF3O14 (ωB97M-V/def2-TZVPD).

The geometry in ORCA input format:
```
! RIJCOSX wB97M-V def2-TZVPD def2/J DEFGRID3
* xyz 1 2
Ag 0.920 -4.548 1.357
C 0.656 -1.482 -0.223
O 0.294 -0.628 0.806
O 0.189 -2.697 0.007
C 0.249 -0.893 -1.579
F -1.046 -0.574 -1.598
F 0.954 0.208 -1.782
F 0.471 -1.749 -2.570
C 1.155 0.456 1.188
C 0.441 1.182 2.314
H 0.971 2.086 2.616
H -0.540 1.488 1.948
H 0.303 0.553 3.191
H 1.274 1.186 0.385
H 2.160 0.096 1.441
H 1.773 -1.579 -0.251
C 0.184 -2.356 3.667
O 0.689 -3.715 3.548
H 1.012 -1.646 3.718
H -0.433 -2.132 2.806
H -0.419 -2.255 4.568
H 1.121 -3.894 4.389
C 3.543 2.223 -1.243
O 4.572 2.749 -0.424
H 2.549 2.561 -0.896
H 3.641 2.672 -2.228
H 3.546 1.133 -1.253
H 4.728 2.161 0.318
C -1.152 2.574 5.193
O -2.329 2.527 5.984
H -0.332 2.221 5.818
H -1.220 1.872 4.352
H -0.963 3.586 4.829
H -3.083 2.682 5.398
C 1.071 -3.267 -5.520
O 0.759 -4.093 -6.640
H 2.034 -2.761 -5.655
H 0.308 -2.505 -5.330
H 1.136 -3.906 -4.642
H 0.857 -3.567 -7.438
C -3.220 0.251 -3.731
O -3.783 1.230 -4.571
H -3.376 -0.768 -4.109
H -2.147 0.408 -3.675
H -3.637 0.305 -2.717
H -4.733 1.091 -4.610
C 3.805 -2.920 2.042
O 3.138 -3.876 1.204
H 4.874 -2.933 1.843
H 3.415 -1.932 1.803
H 3.622 -3.133 3.094
H 3.772 -4.534 0.903
C -2.796 -3.641 -2.180
O -1.455 -4.112 -2.152
H -2.865 -2.632 -2.603
H -3.386 -4.335 -2.768
H -3.242 -3.587 -1.176
H -0.970 -3.552 -1.542
C -3.635 -0.463 0.265
O -2.760 -1.189 1.118
H -3.231 0.511 -0.039
H -3.829 -1.037 -0.646
H -4.553 -0.301 0.820
H -1.905 -1.300 0.699
C 1.172 5.381 0.378
O 0.849 4.380 1.325
H 1.219 4.987 -0.644
H 0.453 6.205 0.398
H 2.156 5.765 0.637
H 0.023 3.961 1.058
C 4.084 -1.669 -1.845
O 5.446 -1.941 -2.159
H 3.495 -2.596 -1.908
H 4.063 -1.331 -0.806
H 3.645 -0.933 -2.518
H 5.575 -1.820 -3.103
C -3.837 2.908 2.549
O -4.240 3.042 3.898
H -3.639 3.896 2.102
H -2.896 2.371 2.480
H -4.596 2.438 1.917
H -5.064 3.536 3.911
C -0.890 2.833 -1.096
O -1.574 3.480 -0.032
H -1.407 1.919 -1.399
H -0.787 3.492 -1.959
H 0.092 2.550 -0.724
H -2.487 3.623 -0.297
*
```

The calculation puts the largest force on an atom at 1.69 eV/A. The value obtained for the LUMO energy (spin up / spin down) is -0.15648 / -0.26754 Ha. The HOMO energy (spin up / spin down) is -11.49 / -11.49 eV. The value obtained for the orbital gap (spin up / spin down) is 7.2 / 4.2 eV. The value obtained for the relative energy (zero: lowest compared OMol25 entry of this formula, charge and spin) is 0.0 kcal per mole. As for the calculated total energy: -2141.3976 Ha.


Record 2
Entry from the OMol25 dataset: a cluster of 17 separate species, C48H66ClN19O4P2S in total (ωB97M-V/def2-TZVPD).

The geometry in ORCA input format:
```
! RIJCOSX wB97M-V def2-TZVPD def2/J DEFGRID3
* xyz 0 1
C 2.848 -3.224 -1.903
N 1.721 -3.536 -2.846
C 0.478 -3.952 -2.120
C -0.847 -3.084 -2.446
C -2.234 -3.929 -2.586
C -3.659 -3.258 -2.858
C -3.702 -1.668 -3.037
P -5.428 -0.875 -3.351
O -6.475 -1.948 -3.784
O -5.386 0.386 -4.524
O -5.960 -0.293 -1.784
C -2.333 -0.850 -2.944
C -0.881 -1.468 -2.637
N 0.404 -0.716 -2.555
C 0.260 0.690 -2.086
C 1.546 1.321 -1.312
C 1.504 2.867 -0.803
P 3.009 3.705 0.070
O 4.181 2.526 0.528
Cl 2.168 4.644 1.797
C 0.209 3.823 -0.998
C -1.049 3.197 -1.760
C -0.982 1.668 -2.291
S -2.467 1.020 -3.206
H 3.599 -4.128 -1.829
H 2.514 -3.018 -0.801
H 3.462 -2.321 -2.286
H 1.561 -2.797 -3.552
H 0.597 -4.027 -0.958
H 0.244 -5.053 -2.469
H -2.223 -5.101 -2.486
H -4.614 -3.900 -2.951
H -5.267 1.224 -3.976
H -5.501 -0.872 -1.116
H 0.990 -1.209 -1.835
H 2.498 0.682 -1.151
H 3.738 1.818 1.098
H 0.168 4.929 -0.609
H -1.971 3.876 -1.930
C -4.782 3.753 0.989
C -3.483 4.391 0.558
N -2.438 4.903 0.210
H -4.662 3.295 1.973
H -5.568 4.510 1.041
H -5.075 2.984 0.271
C -0.115 1.667 3.654
C 1.238 1.119 3.194
N 2.316 0.685 2.828
H -0.852 1.544 2.855
H -0.447 1.122 4.541
H -0.016 2.728 3.895
C -4.037 3.203 5.042
C -2.708 2.660 4.574
N -1.632 2.221 4.196
H -4.783 3.085 4.253
H -4.371 2.663 5.931
H -3.943 4.264 5.285
C -5.073 5.059 8.924
C -5.832 5.130 7.621
N -6.451 5.191 6.567
H -5.760 5.193 9.763
H -4.583 4.087 9.017
H -4.314 5.844 8.956
C -0.974 0.301 -6.858
C 0.507 0.053 -6.694
N 1.698 -0.147 -6.562
H -1.147 0.972 -7.701
H -1.492 -0.643 -7.043
H -1.377 0.757 -5.951
C -0.774 4.194 -8.727
C -1.702 3.443 -7.803
N -2.449 2.839 -7.060
H 0.260 4.069 -8.398
H -0.872 3.810 -9.745
H -1.024 5.257 -8.722
C 6.180 -1.674 0.400
C 5.745 -3.120 0.403
N 5.395 -4.283 0.405
H 6.492 -1.377 1.404
H 7.018 -1.539 -0.288
H 5.352 -1.037 0.081
C 4.808 0.621 -4.736
C 4.887 0.633 -3.228
N 4.951 0.643 -2.015
H 4.717 1.642 -5.112
H 5.710 0.167 -5.152
H 3.938 0.044 -5.059
C -0.162 -1.683 6.386
C -0.685 -0.321 6.772
N -1.104 0.776 7.082
H 0.689 -1.578 5.709
H 0.158 -2.226 7.278
H -0.947 -2.254 5.884
C 8.977 2.115 -3.077
C 8.226 2.186 -4.385
N 7.621 2.243 -5.436
H 8.285 2.248 -2.242
H 9.465 1.142 -2.983
H 9.736 2.899 -3.038
C 6.991 -5.640 -2.569
C 6.793 -4.286 -3.208
N 6.635 -3.197 -3.721
H 7.481 -5.526 -1.600
H 6.024 -6.127 -2.423
H 7.612 -6.268 -3.211
C -8.076 -1.528 1.006
C -6.655 -2.011 0.841
N -5.508 -2.404 0.708
H -8.724 -2.364 1.281
H -8.122 -0.769 1.790
H -8.432 -1.095 0.069
C -7.082 -5.464 -1.379
C -8.007 -6.215 -0.453
N -8.752 -6.820 0.293
H -6.047 -5.583 -1.050
H -7.179 -5.851 -2.396
H -7.335 -4.401 -1.377
C -1.389 6.516 3.454
C -1.310 6.525 4.962
N -1.247 6.532 6.175
H -1.481 7.538 3.080
H -0.486 6.063 3.036
H -2.258 5.939 3.131
C -7.336 -6.966 3.809
C -5.967 -6.548 4.287
N -4.865 -6.211 4.672
H -7.408 -8.056 3.792
H -8.102 -6.570 4.480
H -7.513 -6.582 2.802
C 3.925 -1.847 6.226
C 2.996 -2.593 7.155
N 2.248 -3.200 7.909
H 4.960 -1.987 6.545
H 3.812 -2.222 5.207
H 3.689 -0.781 6.241
C 11.844 1.263 -0.314
C 11.644 2.615 -0.956
N 11.486 3.712 -1.473
H 12.334 1.381 0.655
H 10.878 0.774 -0.168
H 12.468 0.635 -0.954
*
```

The calculation puts the largest force on an atom at 19.44 eV/A. The value obtained for the LUMO energy is -0.01666 Ha. The HOMO energy is -7.68 eV. The value obtained for the orbital gap is 7.2 eV. As for the calculated total energy: -4750.1997 Ha.